# 1
{"formula": "C4H5NO", "method": "the ωB97M-V functional and the def2-TZVPD basis", "homo_ha": -0.349, "e_tot_ev": -7764.357, "smiles": "Cc1ccno1", "lumo_ev": 0.966, "symbols": ["C", "C", "C", "N", "H", "H", "H", "H", "C", "O", "H"], "positions_angstrom": [[1.939, -0.018, -0.050], [-1.680, 0.075, 0.181], [0.744, 0.729, -0.295], [1.672, -1.258, 0.251], [-1.858, -0.037, 1.256], [2.974, 0.298, 0.040], [0.427, 1.303, -1.142], [-1.939, 1.107, -0.080], [-0.231, -0.169, -0.017], [0.287, -1.366, 0.246], [-2.310, -0.626, -0.363]]}

# 2
{"formula": "CH5N2S2", "method": "the ωB97M-V functional and the def2-TZVPD basis", "homo_ha": -0.509, "charge": 1, "e_tot_ev": -25760.368, "lumo_ev": -5.454, "symbols": ["N", "H", "S", "H", "N", "H", "C", "H", "S", "H"], "positions_angstrom": [[-0.162, 1.438, 0.704], [0.721, -1.985, -0.988], [-2.033, -0.212, -0.735], [-0.150, 2.243, 0.117], [0.929, -1.029, -0.718], [0.998, -0.277, -1.370], [-0.908, 0.443, 0.378], [1.766, -1.141, -0.076], [-1.543, -0.954, 1.196], [0.383, 1.475, 1.491]]}

# 3
{"formula": "C34H65FN2O10P2S", "method": "the ωB97M-V functional and the def2-TZVPD basis", "homo_ha": -0.316, "e_tot_ev": -91876.545, "smiles": "COCCCCCCCCc1cc(OC[C@@H](C)CC(C)C)c(F)c2nsnc12.CCOP(=O)(OCC)OCC.CCOP(=O)(OCC)OCC", "lumo_ev": -2.320, "symbols": ["O", "H", "H", "H", "H", "H", "C", "H", "C", "C", "H", "P", "F", "H", "C", "H", "C", "N", "H", "H", "H", "O", "H", "H", "H", "H", "C", "N", "O", "H", "C", "H", "H", "C", "H", "H", "H", "H", "H", "H", "C", "H", "H", "H", "C", "H", "H", "H", "H", "C", "H", "H", "H", "C", "C", "C", "H", "C", "C", "C", "C", "S", "H", "H", "H", "H", "H", "H", "H", "H", "H", "O", "C", "C", "C", "P", "H", "H", "C", "H", "H", "H", "C", "H", "H", "C", "H", "H", "H", "H", "H", "C", "C", "O", "C", "C", "C", "O", "H", "H", "C", "C", "C", "H", "H", "C", "O", "C", "H", "H", "O", "O", "O", "H", "H"], "positions_angstrom": [[-2.053, 3.943, 2.544], [3.953, -0.255, -0.318], [-4.348, 1.663, 1.494], [3.793, 0.487, -9.944], [0.434, 3.887, 1.264], [3.748, -7.083, 2.203], [0.930, 0.778, 3.525], [-3.470, 7.494, 2.711], [-4.939, 7.400, 1.110], [-3.729, -3.579, 2.716], [5.383, 1.711, -5.008], [-2.021, 5.453, 1.699], [-1.321, 0.328, 5.062], [-1.042, -1.156, 0.151], [-2.396, -2.635, 2.421], [-0.038, 2.356, -5.658], [-4.758, -3.323, 1.462], [3.186, 1.265, 2.038], [3.622, 4.045, -4.028], [3.228, -6.533, 3.929], [-5.078, -4.293, 4.450], [-3.661, 5.552, 1.978], [0.906, -0.810, -1.339], [1.478, 3.274, -3.145], [5.351, 4.178, -4.413], [0.512, 4.007, -5.359], [-0.505, -0.613, 1.064], [1.856, 1.462, 4.511], [3.427, 1.374, -4.382], [-4.975, -2.351, 4.337], [0.112, 3.464, 0.307], [0.208, -5.321, 2.838], [3.490, -0.497, -7.719], [-1.339, -0.549, 2.477], [-2.036, -2.947, 1.326], [-3.404, -4.726, 2.664], [1.353, -3.794, 3.096], [-4.308, 7.379, 0.215], [3.933, -2.294, 2.667], [-6.676, -2.282, 2.807], [4.081, 0.423, -7.798], [2.116, -2.577, 0.937], [-2.880, 2.269, 3.304], [3.402, -1.458, -1.677], [3.108, -1.043, -0.598], [6.557, -2.803, 1.556], [5.135, 0.127, -7.784], [3.416, -3.290, -0.227], [-0.376, 2.509, 0.527], [4.431, 3.628, -4.635], [-4.160, -3.624, 0.474], [1.000, 3.273, -0.302], [-7.921, -3.676, 3.099], [4.732, -5.089, 2.972], [-4.386, -3.356, 4.203], [3.780, 1.168, -9.089], [-4.955, -2.160, 1.360], [3.438, -6.128, 2.845], [4.330, -2.137, 1.572], [0.725, 2.956, -5.148], [-4.231, 6.809, 2.319], [3.379, 1.830, 3.715], [5.615, -3.085, -0.055], [-5.830, 6.812, 0.871], [-1.511, -2.894, 3.180], [-3.486, -3.403, 4.979], [-4.956, 6.644, 3.123], [-6.489, -5.773, -0.107], [2.808, 1.671, -9.055], [-0.371, 5.382, -0.570], [-4.070, 3.184, 0.653], [1.596, 0.824, -7.045], [-0.841, 4.405, -0.407], [4.621, 2.147, -4.357], [1.681, -0.235, -0.657], [2.461, 1.084, -5.787], [-5.865, -4.128, -0.790], [-0.284, 3.044, -3.236], [5.204, -4.759, 1.438], [5.576, -5.721, 3.527], [6.222, -5.351, 1.261], [4.517, -4.154, 3.642], [-6.181, -4.161, 1.575], [-5.954, -5.098, 2.250], [1.462, -5.295, 4.248], [1.012, -0.015, 0.847], [4.435, -5.175, 0.637], [-1.091, 3.992, -1.388], [-7.905, -2.647, 1.419], [-5.243, 8.432, 1.301], [4.525, 1.951, -9.256], [-0.618, 0.189, 3.752], [5.531, -3.182, 1.132], [3.851, 1.277, -6.684], [-6.576, -4.610, 0.026], [1.773, 0.710, 2.108], [-3.180, 3.080, 2.631], [-1.993, 6.804, 0.944], [1.870, 0.804, -1.192], [0.818, 1.664, -3.414], [3.136, -2.328, 0.420], [-7.278, -3.153, 2.270], [0.677, 2.724, -3.649], [4.794, -1.038, 1.553], [5.014, 2.050, -3.338], [1.305, -4.969, 3.135], [2.270, -5.529, 2.176], [-3.608, 2.449, 1.317], [-4.018, 3.578, 3.127], [-7.649, -4.187, -0.182], [-2.049, 4.556, 0.311], [2.006, 2.669, -5.673], [-2.702, -1.170, 2.508], [4.193, 3.810, -5.686], [-2.754, 2.010, 0.792]]}

# 4
{"formula": "C37H44N5O14P2", "method": "the ωB97M-V functional and the def2-TZVPD basis", "homo_ha": -0.153, "charge": -1, "e_tot_ev": -93761.745, "lumo_ev": 0.265, "symbols": ["C", "H", "H", "C", "C", "H", "C", "H", "H", "C", "C", "O", "H", "C", "H", "H", "H", "H", "H", "H", "H", "C", "H", "C", "O", "C", "O", "H", "N", "C", "C", "C", "H", "C", "H", "C", "C", "H", "C", "C", "H", "C", "O", "H", "C", "H", "O", "C", "H", "H", "H", "O", "H", "C", "N", "C", "C", "C", "H", "C", "H", "O", "O", "O", "H", "H", "C", "C", "C", "C", "H", "H", "H", "H", "O", "P", "H", "H", "H", "N", "P", "H", "H", "C", "H", "H", "H", "C", "C", "N", "C", "C", "O", "N", "H", "O", "H", "H", "O", "C", "C", "O"], "positions_angstrom": [[-9.102, 3.812, -3.739], [5.788, -3.167, -1.213], [4.005, -0.374, -3.495], [5.230, -0.535, -1.721], [1.774, -3.163, -0.821], [-5.373, -3.546, -1.491], [11.090, 2.721, 0.399], [-8.841, -0.428, 3.226], [3.359, -4.945, -0.161], [10.491, 1.477, 0.512], [-10.743, 1.998, -2.408], [-2.097, -0.231, -0.936], [5.366, 0.529, -1.947], [6.912, 1.576, 3.827], [3.690, 1.542, 4.776], [-10.864, 2.967, 4.884], [9.556, 1.350, 1.033], [10.611, 3.585, 0.836], [4.794, -1.938, -3.315], [3.815, -2.456, -0.581], [-8.087, 2.085, -4.501], [-8.893, 2.446, -3.876], [-0.084, -1.570, 1.637], [-4.365, -0.422, -0.789], [9.385, -0.976, 0.620], [-4.261, -1.759, -1.124], [7.999, 3.557, 4.323], [7.981, -0.032, 2.887], [-12.020, 3.852, -1.426], [-6.735, -0.551, -0.674], [-10.379, 0.469, 2.036], [-9.772, 1.258, 4.191], [2.653, -5.662, -2.885], [-10.129, 4.282, -2.939], [-9.161, 1.188, 5.080], [12.332, 0.480, -0.704], [-5.430, -2.497, -1.234], [1.987, -3.289, 0.259], [-11.515, 2.353, 2.936], [4.630, 1.198, 4.366], [-7.693, -0.085, -0.505], [5.937, -0.531, 3.313], [-12.162, 5.051, -1.308], [12.793, -0.399, -1.127], [11.124, 0.384, -0.041], [1.639, -1.457, 1.256], [1.466, -4.407, -1.366], [5.728, 2.041, 4.368], [-5.611, 1.246, -0.290], [2.353, -6.542, -1.009], [-0.356, -0.360, -1.825], [-10.862, -0.325, -0.077], [-9.541, 0.479, -3.310], [-9.586, 0.351, 3.161], [8.086, 2.462, 3.808], [-10.731, 2.257, 4.079], [3.156, -2.725, -1.428], [0.635, -1.237, 0.884], [6.987, -1.262, -2.707], [12.922, 1.729, -0.814], [-11.378, 1.308, -1.873], [11.036, -1.889, -0.413], [9.095, 2.022, 3.290], [-3.195, 1.522, -0.328], [-8.460, 4.515, -4.253], [4.737, -0.570, -0.751], [12.304, 2.846, -0.264], [6.613, -1.185, -1.682], [6.682, -2.567, -1.017], [-6.662, -1.896, -1.014], [7.295, -0.510, -1.150], [-7.573, -2.473, -1.100], [-11.937, 1.510, 1.003], [6.827, -2.481, 0.063], [3.633, -3.805, -2.121], [2.982, -5.344, -1.525], [-10.304, 5.340, -2.815], [5.669, 3.039, 4.775], [12.774, 3.817, -0.348], [-3.125, 0.362, -0.677], [0.268, -2.084, -0.727], [-12.258, 3.134, 2.844], [6.018, -1.528, 2.908], [4.278, -1.141, -2.766], [-3.290, -2.209, -1.283], [0.539, -0.157, 0.751], [7.526, -3.135, -1.417], [-5.578, 0.200, -0.556], [4.732, -0.084, 3.839], [10.472, -0.937, 0.084], [7.040, 0.304, 3.297], [-10.932, 3.362, -2.291], [3.048, -1.599, -2.266], [-10.176, -0.469, 0.917], [13.866, 1.830, -1.331], [0.489, -0.829, -1.774], [3.870, -0.737, 3.833], [4.259, -6.033, -1.644], [-9.313, -1.312, 1.036], [-11.343, 1.448, 1.903], [-9.710, 1.542, -3.210], [-12.697, 3.017, -0.859]]}

# 5
{"formula": "C3H9N2", "method": "the ωB97M-V functional and the def2-TZVPD basis", "homo_ha": -0.467, "charge": 1, "e_tot_ev": -6224.939, "lumo_ev": -8.491, "symbols": ["C", "H", "N", "H", "H", "H", "N", "H", "H", "H", "C", "H", "H", "C"], "positions_angstrom": [[-0.903, -0.376, -0.583], [0.240, 1.393, -0.765], [3.401, 1.030, 1.513], [2.554, 0.857, 0.947], [4.229, 0.922, 0.982], [-3.195, -0.115, -0.616], [-1.101, -1.700, -0.994], [-2.292, -0.231, 0.841], [3.434, 0.339, 2.305], [-0.276, -2.212, -1.162], [-2.295, 0.252, -0.138], [-1.778, -1.857, -1.767], [-2.267, 1.369, -0.032], [0.249, 0.329, -0.531]]}

# 6
{"formula": "C15H22N2O2", "method": "the ωB97M-V functional and the def2-TZVPD basis", "homo_ha": -0.306, "e_tot_ev": -22987.693, "smiles": "CCCCOC[C@H](O)Cn1c(C)nc2ccccc21", "lumo_ev": 0.775, "symbols": ["C", "H", "H", "H", "N", "H", "H", "O", "H", "C", "C", "C", "C", "C", "C", "H", "H", "H", "H", "C", "C", "H", "H", "C", "H", "C", "H", "H", "C", "H", "H", "C", "H", "C", "H", "H", "C", "H", "H", "N", "O"], "positions_angstrom": [[4.960, 0.956, 1.101], [1.862, 2.029, -1.841], [-3.049, 0.784, 1.716], [-5.209, -0.163, 2.086], [2.584, -1.963, -0.549], [-4.018, 1.118, 0.279], [0.786, -1.434, -3.037], [-0.256, 3.053, -0.668], [0.490, 0.941, -2.145], [0.445, 1.925, -0.221], [3.859, 1.270, 0.329], [4.588, -1.427, 0.861], [5.315, -0.368, 1.364], [1.733, -1.186, -1.152], [-4.580, -0.670, 1.352], [-2.931, -0.740, -0.931], [1.162, 2.281, 0.526], [-1.987, -1.159, 0.523], [-4.077, -1.495, 1.862], [1.211, 1.270, -1.395], [3.119, 0.212, -0.173], [-6.253, -1.844, 0.669], [6.184, -0.563, 1.974], [-2.469, -0.337, -0.027], [0.041, 0.045, 0.803], [-0.508, 0.930, 0.450], [-5.935, -0.413, -0.311], [-1.035, 2.734, -1.142], [-3.533, 0.325, 0.852], [4.863, -2.451, 1.056], [-4.896, -1.834, -0.452], [3.476, -1.132, 0.080], [3.595, 2.297, 0.123], [-5.468, -1.224, 0.243], [-0.332, -1.223, -1.684], [-0.971, 1.420, 1.316], [0.610, -1.676, -1.988], [0.547, -2.754, -1.884], [5.563, 1.753, 1.510], [1.997, 0.150, -0.969], [-1.485, 0.562, -0.502]]}

# 7
{"formula": "C9H11BN2", "method": "the ωB97M-V functional and the def2-TZVPD basis", "homo_ha": -0.275, "e_tot_ev": -13168.068, "lumo_ev": 0.719, "symbols": ["H", "C", "H", "C", "H", "H", "B", "C", "H", "H", "C", "C", "N", "H", "C", "N", "H", "H", "H", "H", "C", "C", "C"], "positions_angstrom": [[-2.505, 2.880, 0.553], [-0.385, 3.321, 0.558], [1.896, -1.797, -2.144], [0.883, 2.810, 0.493], [-0.524, 4.413, 0.680], [-0.540, -3.859, 1.176], [0.036, -0.846, 0.439], [-1.513, 2.489, 0.695], [0.399, -1.772, -2.938], [2.021, 1.011, 0.398], [1.079, 1.430, 0.519], [-1.360, 1.127, 0.718], [-0.609, -1.756, 1.393], [1.050, -0.223, -2.467], [-0.266, -2.927, 0.755], [0.440, -1.415, -0.840], [0.336, -3.535, -1.208], [-1.204, -1.925, 2.210], [-2.228, 0.453, 0.663], [1.768, 3.488, 0.363], [0.313, -2.753, -0.461], [-0.033, 0.651, 0.617], [0.947, -1.265, -2.172]]}

# 8
{"formula": "C3H10O2SSi", "method": "the ωB97M-V functional and the def2-TZVPD basis", "homo_ha": [-0.289, -0.256], "e_tot_ev": -26079.690, "lumo_ev": [-0.132, -0.117], "symbols": ["H", "H", "O", "H", "H", "H", "S", "C", "H", "O", "H", "C", "H", "Si", "C", "H", "H"], "positions_angstrom": [[-2.381, -2.394, 0.005], [4.168, -0.173, -1.239], [-2.215, 0.569, 1.632], [-0.979, -1.896, -0.934], [1.167, -0.421, -1.688], [1.931, 1.115, 0.840], [4.026, 0.418, 0.059], [2.089, 0.212, 0.247], [-1.676, 0.374, 2.382], [-2.727, 1.404, -0.729], [-2.477, -1.538, -1.543], [1.324, 0.398, -0.988], [-3.381, 1.849, -0.197], [-1.854, 0.253, 0.079], [-2.001, -1.590, -0.640], [1.118, 1.327, -1.300], [2.065, -0.781, 0.757]]}

# 9
{"formula": "C5H7N3", "method": "the ωB97M-V functional and the def2-TZVPD basis", "homo_ha": -0.322, "e_tot_ev": -9763.032, "smiles": "CN1[C@@H]2C=NN=C[C@H]21", "lumo_ev": 0.647, "symbols": ["H", "N", "N", "C", "N", "H", "C", "H", "H", "C", "C", "H", "C", "H", "H"], "positions_angstrom": [[1.679, -2.211, 0.222], [-1.511, -0.464, 0.425], [1.629, 0.975, -0.319], [0.510, 1.380, 0.114], [2.073, -0.317, -0.097], [-3.061, -0.725, -0.826], [-2.584, 0.146, -0.352], [0.231, 2.386, -0.109], [-2.309, 0.912, -1.057], [1.253, -1.246, -0.032], [-0.300, 0.302, 0.694], [0.064, 0.033, 1.694], [-0.264, -0.888, -0.263], [-0.348, -0.518, -1.282], [-3.285, 0.610, 0.324]]}

# 10
{"formula": "CH3O2", "method": "the ωB97M-V functional and the def2-TZVPD basis", "homo_ha": -0.092, "charge": -1, "e_tot_ev": -5179.234, "lumo_ev": 4.403, "symbols": ["O", "O", "H", "H", "C", "H"], "positions_angstrom": [[-2.020, 0.014, 0.553], [1.413, 1.213, -0.553], [-1.559, -0.659, 1.098], [0.014, 0.015, 0.271], [0.913, 0.127, -0.356], [1.240, -0.710, -1.012]]}

# 11
{"formula": "CHCl3N2", "method": "the ωB97M-V functional and the def2-TZVPD basis", "homo_ha": [-0.322, -0.341], "e_tot_ev": -41593.545, "lumo_ev": [-0.906, -1.307], "symbols": ["Cl", "H", "C", "N", "Cl", "N", "Cl"], "positions_angstrom": [[-2.049, -0.048, -0.356], [1.499, 0.098, -0.380], [0.014, -0.682, 0.855], [0.802, 0.232, 0.354], [0.475, -2.229, 0.255], [-1.297, 0.734, -1.461], [0.557, 1.894, 0.733]]}

# 12
{"formula": "C4H8N2O", "method": "the ωB97M-V functional and the def2-TZVPD basis", "homo_ha": -0.345, "e_tot_ev": -9301.172, "smiles": "C[C@@H]1[C@H](C)N1N=O", "lumo_ev": 0.289, "symbols": ["O", "C", "H", "H", "H", "C", "H", "C", "N", "H", "N", "H", "C", "H", "H"], "positions_angstrom": [[-1.272, 3.092, -0.222], [1.755, -0.554, 0.257], [1.783, -1.364, 0.882], [1.593, -0.797, -0.777], [-0.769, -0.821, -1.718], [-1.188, -1.153, -0.721], [-2.238, -1.372, -0.696], [0.532, 0.247, 0.639], [-0.126, 1.129, -0.333], [-1.762, 0.267, 0.713], [-0.237, 2.573, 0.049], [2.601, 0.076, 0.470], [-0.893, 0.048, 0.157], [0.659, 0.556, 1.701], [-0.437, -1.927, -0.403]]}

Question: What is the formula in the first record?
Answer: C4H5NO